The following is a quantum chemistry calculation of 2 unconnected molecules or ions with the total composition C12H19NO at a distorted geometry, from the Open Molecules 2025 dataset.

The calculation puts the energy at -598.13289 hartree. The value obtained for the HOMO-LUMO gap (spin up / spin down) is 7.610 / 2.864 eV. Its spin multiplicity is 2. The net charge is +1. The expectation value of S² is 0.7605. The relative energy (zero: lowest compared OMol25 entry of this formula, charge and spin) is 435.6 kJ/mol.

Last columns: bonded neighbours and bond lengths (Å).
Atoms and positions in Å:
1 C 0.390 -0.307 -4.594  C3 1.525, H10 1.075, H11 1.031, H15 1.132
2 C 0.637 -1.497 -2.294  C3 1.368, C4 1.359, H8 1.157
3 C -0.101 -0.885 -3.271  C1 1.525, C2 1.368, C6 1.405
4 C 0.051 -2.406 -1.472  C2 1.359, C5 1.413, H9 1.053
5 C -1.350 -2.478 -1.301  C4 1.413, C7 1.388, H12 1.077
6 C -1.491 -1.079 -3.323  C3 1.405, C7 1.373, H13 1.059
7 C -2.045 -1.774 -2.276  C5 1.388, C6 1.373, H14 1.155
8 H 1.768 -1.635 -2.492  C2 1.157
9 H 0.657 -3.018 -0.866  C4 1.053
10 H 1.212 -0.801 -5.078  C1 1.075
11 H 0.744 0.651 -4.452  C1 1.031
12 H -1.671 -3.201 -0.570  C5 1.077
13 H -2.062 -0.587 -4.066  C6 1.059
14 H -3.196 -1.758 -2.184  C7 1.155
15 H -0.510 -0.191 -5.269  C1 1.132
16 C 0.599 1.947 3.208  C17 1.589, N22 1.420, H23 1.250, H24 1.158
17 C 1.985 1.219 2.936  C16 1.589, H25 0.990, H26 1.036, H29 1.231
18 C -0.406 0.024 3.699  N22 1.396, H27 1.125, H30 1.214, H31 1.079
19 C -0.007 1.530 0.516  C20 1.495, H28 1.155, H32 1.189, H33 1.081
20 C -0.931 1.150 1.628  C19 1.495, O21 1.196, N22 1.346
21 O -2.102 1.063 1.399  C20 1.196
22 N -0.556 1.174 2.921  C16 1.420, C18 1.396, C20 1.346
23 H 0.570 2.410 4.368  C16 1.250
24 H 0.789 2.951 2.664  C16 1.158
25 H 1.911 0.466 2.297  C17 0.990
26 H 2.788 1.338 3.579  C17 1.036
27 H 0.378 -0.091 4.499  C18 1.125
28 H -0.552 1.653 -0.496  C19 1.155
29 H 2.688 1.732 2.067  C17 1.231
30 H -1.416 -0.295 4.293  C18 1.214
31 H -0.241 -0.821 3.049  C18 1.079
32 H 0.562 2.561 0.353  C19 1.189
33 H 0.908 0.955 0.531  C19 1.081

Mulliken atomic charge list, values in e, 5 entries: number 1, C, carries -1.2685; number 2, C, carries -0.4914; number 3, C, carries 1.1262; number 4, C, carries -0.2675; number 5, C, carries -0.7422